# 1
Here is 2 unconnected molecules or ions with the total composition C20H45N2O4P at a distorted geometry from the OMol25 dataset. Energies are from wB97M-V/def2-TZVPD.

Geometry as XYZ:
```
72
Properties=species:S:1:pos:R:3:forces:R:3:lowdin_charge:R:1
C -3.01987 -1.90694 3.83765 -0.06 -0.17 -0.13 -0.11
C -3.25152 -3.37032 3.45357 0.74 -0.12 -0.10 -0.24
C -2.32229 -3.84068 2.31630 -0.52 0.40 0.18 -0.17
C -2.90871 -3.59961 0.90599 0.89 -0.73 -0.18 -0.30
C -3.15022 -4.96938 0.24634 -0.36 0.45 0.08 -0.05
C -1.94268 -2.75227 0.05422 -0.86 -0.07 0.01 -0.32
C -2.47923 -2.50705 -1.36420 -0.23 0.26 0.21 -0.13
C -2.47656 -1.04561 -1.81988 -0.25 -0.35 -0.39 -0.18
C -3.27725 -0.10786 -0.91800 0.13 0.40 0.04 -0.18
C -2.63077 1.27028 -0.76135 0.09 -0.30 -0.22 -0.18
N -1.19259 1.21520 -0.45189 -0.30 0.61 0.67 0.05
C -0.74383 1.44690 0.83783 1.27 0.58 0.07 -0.51
C -1.51559 0.83999 1.98269 0.06 0.37 -0.07 0.01
O 0.31263 2.05350 1.04426 -1.16 -0.87 -0.40 0.04
O -0.70163 -3.43527 0.08096 0.02 0.12 -0.04 -0.15
C 0.35345 -2.85039 -0.64267 0.65 -0.15 0.25 -0.45
C 0.76920 -1.45764 -0.17398 0.18 0.21 -0.85 -0.24
N 1.44618 -0.79784 -1.31795 -0.10 0.00 0.40 0.03
P 1.77885 -4.08494 -0.43605 -0.05 -0.32 0.15 0.87
O 3.04083 -3.03272 -0.48271 0.08 -0.24 -0.09 -0.31
O 1.69735 -4.28671 1.18067 -0.04 -0.08 -0.20 -0.27
H -1.96725 -1.64198 3.74496 0.11 -0.08 0.03 0.06
H -3.29055 -1.73317 4.87598 -0.25 0.19 0.01 0.07
H -3.57338 -1.23111 3.18756 -0.10 0.14 0.04 0.06
H -4.28514 -3.53719 3.15770 -0.19 -0.06 0.15 0.10
H -3.04290 -3.98759 4.32621 -0.13 -0.07 0.10 0.10
H -2.09156 -4.89599 2.43924 -0.03 -0.12 -0.04 0.11
H -1.37136 -3.32341 2.42735 0.15 0.05 -0.05 0.10
H -3.85998 -3.07511 0.99521 -0.05 0.23 -0.08 0.14
H -2.20466 -5.48822 0.13269 0.09 -0.16 0.04 0.09
H -3.62356 -4.89361 -0.73049 -0.01 0.04 -0.12 0.07
H -3.82333 -5.54686 0.87770 0.06 -0.19 0.05 0.08
H -1.86470 -1.78382 0.56074 0.29 0.04 0.07 0.12
H -1.94647 -3.12048 -2.08756 0.06 -0.13 -0.01 0.12
H -3.51744 -2.83564 -1.39113 -0.10 -0.11 -0.03 0.11
H -2.94747 -1.03554 -2.80471 0.13 0.09 -0.15 0.11
H -1.45847 -0.69183 -1.97288 0.10 0.09 0.21 0.08
H -4.26287 0.06786 -1.34941 -0.15 -0.12 0.05 0.12
H -3.44932 -0.53549 0.06936 0.07 -0.13 0.08 0.09
H -2.73653 1.81659 -1.69720 0.09 0.02 -0.10 0.12
H -3.16093 1.86115 -0.01612 -0.04 0.02 0.08 0.12
H -0.61154 1.72004 -1.10309 0.10 0.04 -0.08 0.13
H -1.08620 -0.13409 2.20756 -0.02 -0.13 -0.08 0.07
H -1.35593 1.47061 2.85148 -0.04 0.03 0.08 0.09
H -2.57844 0.73283 1.79295 -0.06 -0.10 -0.02 0.06
H 0.16651 -2.84177 -1.72067 -0.28 0.20 -0.11 0.11
H 1.51752 -1.52878 0.61319 -0.11 0.06 0.25 0.11
H -0.07560 -0.85460 0.15440 -0.06 -0.25 0.19 0.07
H 0.74503 -0.54057 -2.00395 -0.04 -0.06 -0.11 0.06
H 1.82633 0.08193 -0.98469 0.17 0.00 -0.05 0.05
H 2.97784 -2.48413 -1.27443 0.04 0.41 -0.10 0.03
H 1.26503 -3.53309 1.59550 -0.02 0.06 0.30 0.04
C 4.76034 6.73016 -0.59489 0.08 -0.07 -0.01 -0.11
C 4.97691 5.63053 -1.63063 -0.04 0.09 0.00 -0.27
C 3.67803 5.10284 -2.23754 -0.01 -0.04 -0.03 -0.23
C 2.72039 4.44983 -1.23871 0.02 0.04 0.03 -0.23
C 3.30483 3.27871 -0.45219 -0.08 -0.10 -0.02 -0.26
C 3.72330 2.10529 -1.33429 0.05 0.07 0.13 -0.11
H 4.17923 6.37392 0.25669 -0.01 0.01 0.00 0.06
H 5.71452 7.09319 -0.21070 -0.01 0.03 0.01 0.07
H 4.23215 7.57885 -1.03432 -0.03 0.00 0.01 0.07
H 5.54227 4.81050 -1.18017 -0.01 -0.02 -0.01 0.10
H 5.60127 6.02296 -2.43747 0.02 -0.02 0.00 0.10
H 3.92215 4.39058 -3.03088 -0.01 -0.01 0.01 0.10
H 3.15568 5.93005 -2.72905 0.01 0.01 0.00 0.11
H 1.83550 4.10362 -1.78381 -0.01 -0.02 0.01 0.10
H 2.35855 5.20262 -0.53330 -0.01 0.00 -0.01 0.10
H 2.55175 2.93132 0.25733 0.00 0.03 0.02 0.08
H 4.15842 3.61119 0.14503 0.01 0.02 -0.03 0.10
H 2.87161 1.73032 -1.90895 0.04 0.05 -0.07 0.06
H 4.10658 1.28296 -0.72778 0.00 -0.03 -0.03 0.07
H 4.50807 2.38296 -2.03968 -0.02 -0.02 -0.03 0.07
```
Forces are in eV/Å.

Summary:
* SMILES string: CCC[C@H](C)[C@H](CCCCNC(C)=O)O[C@@H](CN)P(O)O.CCCCCC
* total charge: 0
* E: -1540.91371 Eh

# 2
Here is 2 unconnected molecules or ions with the total composition C2HClF2O2 at a distorted geometry from the OMol25 dataset. Energies are from wB97M-V/def2-TZVPD.

Geometry as XYZ:
```
8
Properties=species:S:1:pos:R:3:forces:R:3:lowdin_charge:R:1
O 0.01490 0.00758 1.45118 -1.39 -0.39 0.09 0.15
C -0.71622 -0.26033 0.57096 2.67 -0.29 0.90 -0.23
C -1.20273 -0.33365 -0.63454 -2.99 1.16 -0.68 -0.64
F -1.20588 -1.27105 -1.56053 0.33 -0.02 0.42 0.07
Cl -2.64768 0.74963 -0.60240 0.82 -0.60 -0.48 0.67
O 2.39348 0.12030 0.31117 2.42 0.44 -3.48 0.08
F 1.54914 0.89042 -0.54365 0.49 -0.11 -0.07 -0.10
H 1.81499 0.09710 1.00782 -2.36 -0.19 3.31 0.00
```
Forces are in eV/Å.

Summary:
* SMILES string: O=C=C(F)Cl.OF
* total charge: 0
* E: -886.98954 Eh
* relative energy (zero: lowest compared OMol25 entry of this formula, charge and spin): 148.5 kcal/mol

Question: Which formula does entry 1 have?
Answer: C20H45N2O4P

Question: Number 1 is which compound?
Answer: C20H45N2O4P

Question: Which of these has the lowest E?
Answer: C20H45N2O4P

Question: The highest E belongs to which entry?
Answer: C2HClF2O2